*i*
DFT (the ωB97M-V functional and the def2-TZVPD basis) results for the ion C3H6O3P with charge -1.

Last column: Mulliken charge in e.
Atoms and positions in Å:
P (-2.5573, 0.1416, 0.0910)  0.675
O (-1.7196, 0.2119, -1.4053)  -0.539
O (-3.6695, -1.3541, 0.2373)  -0.784
O (-3.0845, 1.4839, 0.4169)  -0.708
C (0.0494, -1.2607, -0.2497)  -1.216
C (-0.0856, 1.3457, 0.0768)  -1.226
C (-0.8245, -0.0138, -0.1641)  1.014
H (1.0620, -1.0647, -0.7934)  0.269
H (-0.4774, -2.0998, -0.7170)  0.353
H (-0.1125, 1.9690, -0.8570)  0.274
H (-0.7124, 1.9718, 0.8360)  0.293
H (0.8617, 1.2700, 0.6306)  0.358
H (0.2525, -1.5926, 0.8841)  0.238

Computed properties:
* HOMO energy: -4.4 eV
* spin multiplicity: 1
* charge: -1
* Kohn-Sham gap: 8.2 eV

=====

*ii*
DFT (the ωB97M-V functional and the def2-TZVPD basis) results for a cluster of 2 separate species, C3H6O3P in total.

Last column: Mulliken charge in e.
Atoms and positions in Å:
P (0.2210, 1.1594, 0.5673)  0.306
O (1.7375, -0.7359, -0.3359)  -0.560
O (3.9563, -0.7763, -0.2270)  -0.570
O (-0.0499, 1.8810, -0.6798)  -0.503
C (2.8720, -0.2868, -0.0660)  0.222
C (-2.1041, -0.1028, -0.4194)  -0.894
C (-1.0075, -0.2925, 0.6081)  -0.627
H (-1.3628, -0.3228, 1.6011)  0.484
H (-1.8893, 0.8315, -0.8255)  0.313
H (-1.9128, -0.9276, -1.2149)  0.194
H (-0.2344, -1.0696, 0.4250)  0.296
H (2.7733, 0.8088, 0.4954)  0.010
H (-2.9996, -0.1664, 0.0716)  0.330

Computed properties:
* HOMO energy: -4.4 eV
* spin multiplicity: 1
* charge: -1
* Kohn-Sham gap: 8.3 eV

=====

*iii*
DFT (the ωB97M-V functional and the def2-TZVPD basis) results for a cluster of 2 separate species, C3H6O3P in total.

Last column: Mulliken charge in e.
Atoms and positions in Å:
P (-0.1359, -1.7110, 0.6701)  0.676
O (0.2938, -1.1855, 2.0190)  -0.573
O (-1.2490, -2.6713, 0.6024)  -0.593
O (-0.1964, 1.7280, -1.6015)  -0.417
C (-0.9586, 2.5129, 0.3915)  -0.879
C (1.2885, -2.0591, -0.6665)  -0.891
C (-0.6053, 1.4001, -0.5027)  0.050
H (1.6803, -3.0230, -0.5126)  0.375
H (-1.3829, 3.2982, -0.2894)  0.306
H (-0.0796, 2.8604, 0.9634)  0.212
H (0.9673, -2.1113, -1.7916)  0.253
H (-1.6901, 2.2233, 1.2882)  0.228
H (2.0679, -1.2616, -0.5701)  0.251

Computed properties:
* HOMO energy (spin up / spin down): -3.1 / -2.0 eV
* spin multiplicity: 1
* charge: -1
* Kohn-Sham gap (spin up / spin down): 6.9 / 5.6 eV

=====

Stability verdict: *ii*, ahead by 14.9 kcal/mol